*P*
C4H11N2 | ωB97M-V/def2-TZVPD

The geometry in XYZ format:
```
17
Properties=species:S:1:pos:R:3
C 0.27871 -1.10824 1.16032
C 0.69244 -1.16459 -0.27413
C -0.48997 0.15087 0.86674
C 0.04486 0.59259 -1.86658
N -0.44412 1.28933 1.73704
N 0.42904 0.24256 -0.47806
H -0.24514 -1.79292 1.68652
H 1.13287 -0.73916 1.77792
H 1.69664 -1.44945 -0.63423
H -0.05261 -1.67566 -0.82686
H -1.73916 -0.06648 0.25157
H 0.97422 0.67678 -2.51175
H -0.73085 -0.10917 -2.14035
H -0.33433 1.52813 -1.63475
H 0.18377 1.39487 2.61045
H -0.97162 2.05127 1.37873
H 1.23914 0.88359 -0.23103
```

HOMO: -14.36 eV
Net charge: +1
Orbital gap: 11.456 eV

natural (NBO) atomic charge list, values in e, 2 entries:
1 C -0.45
2 C -0.22

*Q*
C4H11N2 | ωB97M-V/def2-TZVPD

The geometry in XYZ format:
```
17
Properties=species:S:1:pos:R:3
C -0.50171 0.78802 2.03733
C -0.35598 1.42833 0.65102
C -0.15491 0.21996 -0.25838
C 1.04477 -0.39222 -0.34668
N 1.26172 -1.68151 -1.02620
N -1.24144 -0.06816 -1.05306
H -1.35887 1.29625 2.52544
H 0.38065 0.73339 2.64770
H -0.92017 -0.20875 1.90643
H 0.49088 2.10404 0.62865
H -1.25631 1.98051 0.43526
H 1.91292 0.17862 -0.05776
H 1.39979 -1.52768 -2.03160
H 1.86343 -2.30779 -0.48997
H 0.32654 -2.09178 -1.15657
H -1.20851 -0.76261 -1.77294
H -2.09404 0.38839 -0.78358
```

HOMO: -13.07 eV
SMILES: CC/C(N)=C/[NH3+]
Net charge: +1
Orbital gap: 9.278 eV

natural (NBO) atomic charge list, values in e, 2 entries:
1 C -0.60
2 C -0.45

*R*
C4H11N2 | ωB97M-V/def2-TZVPD

The geometry in XYZ format:
```
17
Properties=species:S:1:pos:R:3
C 2.32861 0.13588 -0.52281
C 1.34346 -0.39704 0.15907
C -0.74530 1.46381 -0.17770
C -0.14737 -0.04716 0.34559
N -0.42236 -0.31910 1.61167
N -0.95289 -1.08492 -0.59387
H 3.33765 -0.13695 -0.28673
H 2.36030 1.10222 -1.05343
H 1.56895 -1.32164 0.86097
H -1.43947 1.71931 0.60632
H -1.14760 1.33636 -1.21950
H 0.24337 2.04986 -0.17971
H -1.27752 -0.26162 1.96196
H 0.16946 -0.88354 2.17949
H -0.63360 -1.98533 -0.41946
H -0.84890 -0.91314 -1.54747
H -1.98590 -1.11690 -0.45084
```

HOMO: -14.51 eV
SMILES: C=C[C@](C)(N)[NH3+]
Net charge: +1
Orbital gap: 11.152 eV

natural (NBO) atomic charge list, values in e, 2 entries:
1 C -0.32
2 C -0.26

*S*
C4H11N2 | ωB97M-V/def2-TZVPD

The geometry in XYZ format:
```
17
Properties=species:S:1:pos:R:3
C 1.24246 1.55595 0.60247
C -0.12595 1.50176 -0.13456
C -0.18787 0.37180 -1.10275
N 0.13809 -0.89624 -0.50933
C -0.95905 -1.57818 -0.07370
N -0.91296 -2.57044 0.83853
H 1.65227 0.55909 0.38942
H 1.90685 2.32807 0.12967
H 1.41002 1.82620 1.69919
H -0.99108 1.63199 0.46013
H -0.02348 2.45846 -0.69262
H -1.32304 0.54263 -1.54209
H 0.49585 0.59400 -1.97470
H 1.19192 -1.15443 -0.26386
H -1.99373 -1.16539 -0.30312
H -1.56866 -3.31456 1.10815
H 0.04838 -2.69072 1.36918
```

HOMO: -15.16 eV
SMILES: CCCNC=[NH2+]
Net charge: +1
Orbital gap: 11.014 eV

natural (NBO) atomic charge list, values in e, 2 entries:
1 C -0.62
2 C -0.45

Preferred: *Q*; penalty for the next structure: 0.384 eV.

*P*
C4H11N2 | ωB97M-V/def2-TZVPD

The geometry in XYZ format:
```
17
Properties=species:S:1:pos:R:3
C 1.73791 -1.36956 -0.16808
C 0.18812 1.05589 -1.19534
C 0.81287 -0.43877 -0.87696
C -0.34546 -1.13422 -1.73796
N -0.52116 1.64253 -0.32026
N -0.22334 0.87077 2.09444
H 2.45737 -1.01551 0.64494
H 1.62915 -2.42816 -0.33820
H 0.23336 1.35481 -2.23478
H -0.05862 -1.92217 -2.36581
H -0.78601 -0.37122 -2.39878
H -1.05138 -1.67978 -1.11059
H -0.43527 1.41948 0.89848
H -1.09520 2.55387 -0.39789
H -0.95174 0.45876 2.80909
H 0.22735 1.68108 2.73567
H 0.48576 0.13935 1.84944
```

HOMO: -13.54 eV
Net charge: +1
Orbital gap: 9.778 eV

natural (NBO) atomic charge list, values in e, 2 entries:
1 C -0.35
2 C 0.25

*Q*
C4H11N2 | ωB97M-V/def2-TZVPD

The geometry in XYZ format:
```
17
Properties=species:S:1:pos:R:3
C 2.73399 -0.72433 -0.37542
C -1.09716 0.89011 -0.57030
C -0.27541 1.50523 0.46701
C -1.74216 -1.35058 0.44125
N 2.29415 0.39388 -0.05501
N -1.76074 -0.22710 -0.49677
H 3.88207 -1.03757 -0.48595
H 1.94981 -1.40744 -0.54502
H -0.42603 2.49367 0.24187
H 0.76076 1.02631 0.13222
H -0.42431 1.29692 1.43273
H -1.45445 -0.93821 1.51830
H -2.67443 -1.77975 0.61480
H -0.90109 -2.11836 0.04817
H 2.91593 1.05141 0.36829
H -2.40380 -0.56254 -1.19029
H -1.37712 1.48835 -1.54589
```

HOMO: -13.62 eV
Net charge: +1
Orbital gap: 9.735 eV

natural (NBO) atomic charge list, values in e, 2 entries:
1 C 0.03
2 C 0.32

Preferred: *Q*; penalty for the next structure: 0.637 eV.

*P*
C4H11N2 | ωB97M-V/def2-TZVPD

The geometry in XYZ format:
```
17
Properties=species:S:1:pos:R:3
C 0.29581 0.01774 1.65931
C -0.96357 0.07664 0.76486
C -0.61766 0.82563 -0.44644
C -0.17993 -0.02747 -2.63327
N 0.23755 0.00812 -1.38898
N 1.35481 -0.81026 0.87801
H 0.61390 1.11203 1.85109
H 0.10454 -0.49246 2.57143
H -1.62232 0.62803 1.46304
H -1.44445 -0.91308 0.52414
H -0.33050 1.85365 -0.22655
H -1.62368 0.81972 -0.96273
H -1.11418 0.23717 -2.90269
H 0.50614 -0.54356 -3.31585
H 2.30679 -0.48909 1.20993
H 1.18930 -0.51962 -0.30173
H 1.28747 -1.78321 1.25643
```

HOMO: -14.70 eV
SMILES: C=NCCC[NH3+]
Net charge: +1
Orbital gap: 11.223 eV

natural (NBO) atomic charge list, values in e, 2 entries:
1 C -0.22
2 C -0.44

*Q*
C4H11N2 | ωB97M-V/def2-TZVPD

The geometry in XYZ format:
```
17
Properties=species:S:1:pos:R:3
C -0.62666 1.66656 -0.05251
C 0.52050 0.97889 -0.82971
C 0.25633 -0.48881 -1.07297
C 0.73647 -2.33287 0.30747
N 0.15356 -1.23264 0.17675
N -0.92409 1.02126 1.27159
H -1.52306 1.53021 -0.64743
H -0.51858 2.73382 0.11708
H 0.65730 1.62687 -1.68838
H 1.39573 1.19523 -0.21363
H -0.67627 -0.68597 -1.61218
H 1.00159 -0.88296 -1.75718
H 1.20126 -2.86630 -0.52598
H 0.76692 -2.94571 1.21015
H -1.78998 1.42012 1.62114
H -0.83755 -0.02674 1.14870
H -0.23300 1.25193 1.98976
```

HOMO: -14.34 eV
SMILES: C=NCCC[NH3+]
Net charge: +1
Orbital gap: 11.204 eV

natural (NBO) atomic charge list, values in e, 2 entries:
1 C -0.22
2 C -0.42

Preferred: *Q*; penalty for the next structure: 1.055 eV.

*P*
C4H8N2OS | ωB97M-V/def2-TZVPD

The geometry in XYZ format:
```
16
Properties=species:S:1:pos:R:3
C -1.78491 -0.13854 -0.26875
C -0.38375 0.13146 0.19430
C 2.00981 0.47330 -0.82928
C 1.36179 1.57692 0.00302
H -2.49183 -2.82636 0.98867
H -0.98047 -2.22767 0.84479
H -2.20412 0.59368 -0.95348
H -0.27736 -0.02496 1.28643
H 2.06056 0.74544 -1.89792
H 3.01367 0.23255 -0.44560
H 1.66081 1.49196 1.07363
H 1.61738 2.58324 -0.34070
N -1.94951 -2.01074 1.00823
N -2.49405 -1.11641 0.10289
O -0.03849 1.45915 -0.12125
S 0.88048 -0.94300 -0.64498
```

HOMO: -8.88 eV
SMILES: N/N=C\[C@@H]1OCCS1
Orbital gap: 9.705 eV

natural (NBO) atomic charge list, values in e, 2 entries:
1 C 0.01
2 C -0.08

*Q*
C4H8N2OS | ωB97M-V/def2-TZVPD

The geometry in XYZ format:
```
16
Properties=species:S:1:pos:R:3
C -2.81260 0.51340 0.64049
C -2.30753 0.00449 -0.74906
C 0.44018 0.01044 -0.12085
C 1.83514 -0.49958 0.28439
H -1.92245 1.01754 1.15301
H -3.09322 -0.53045 1.16036
H -3.59985 1.36633 0.62069
H -1.94064 0.72079 -1.50683
H -3.14107 -0.39962 -1.27080
H 1.74443 -1.42765 1.26496
H 4.51503 0.29145 -0.94555
H 4.17855 -1.14809 0.62062
N 2.81392 0.24244 -0.59464
N 3.99526 -0.08893 0.12599
O 0.26805 1.14609 -0.35029
S -0.97322 -1.21865 -0.33250
```

HOMO: -8.82 eV
Orbital gap: 8.255 eV

natural (NBO) atomic charge list, values in e, 2 entries:
1 C -0.64
2 C -0.52

*R*
C4H8N2OS | ωB97M-V/def2-TZVPD

The geometry in XYZ format:
```
16
Properties=species:S:1:pos:R:3
C 0.25254 0.60346 2.34086
C 2.18488 -0.21309 1.31603
C -0.31958 -1.28116 -0.39260
C -0.28982 0.14247 -1.06157
H 0.32921 -0.08675 3.18009
H 0.80840 1.52383 2.42577
H -0.84459 1.13332 2.20440
H 2.55157 0.86179 1.17465
H 2.45291 -0.81800 2.35341
H 2.59178 -0.84940 0.48768
H -0.68479 -2.14250 -0.93207
H 0.78904 1.17171 -2.23671
N 0.75536 -0.04889 1.10508
N 0.06305 -1.31171 0.87038
O 0.75558 0.38196 -1.83477
S -1.92095 0.63528 -1.31398
```

HOMO: -8.78 eV
SMILES: CN(C)/N=C\C(O)=S
Orbital gap: 8.706 eV

natural (NBO) atomic charge list, values in e, 2 entries:
1 C -0.43
2 C -0.43

*S*
C4H8N2OS | ωB97M-V/def2-TZVPD

The geometry in XYZ format:
```
16
Properties=species:S:1:pos:R:3
C 1.13224 -1.31684 1.05553
C 0.63372 0.33181 -0.51083
C -0.46379 1.06900 -0.61456
C -1.97114 0.63341 -0.40241
H 2.27618 -1.17260 1.20000
H 0.47965 -0.73183 1.65895
H 1.13110 -2.32229 1.05316
H 2.73915 0.44554 -0.59250
H 1.99370 1.99856 -0.80743
H -0.31235 2.17856 -0.59870
H -1.67030 -1.30622 0.19101
H -3.31319 -0.82644 0.14365
N 1.92708 1.03784 -0.37878
N -2.28778 -0.58051 -0.10041
O 0.79060 -1.03163 -0.37738
S -3.08486 1.59364 -0.91929
```

HOMO: -8.00 eV
SMILES: CO/C(N)=C\C(N)=S
Orbital gap: 8.668 eV

natural (NBO) atomic charge list, values in e, 2 entries:
1 C -0.25
2 C 0.49

Preferred: *P*; penalty for the next structure: 0.627 eV.

*P*
C4H8N2OS | ωB97M-V/def2-TZVPD

The geometry in XYZ format:
```
16
Properties=species:S:1:pos:R:3
C -2.73986 -0.62869 -0.27731
C -3.98262 -0.91387 -0.12022
C -1.97634 0.66202 0.27169
C 3.76901 -0.23998 -0.30972
N 1.47983 -0.70771 0.08618
N -0.63414 0.49420 0.69515
O 2.77814 -0.76278 0.54183
S 0.77683 0.68613 -0.24028
H -2.06670 -1.24085 -0.86138
H -4.84096 -0.52175 0.37301
H -1.99182 1.39560 -0.53787
H -2.56497 1.02779 1.11304
H 4.67533 -0.17357 0.29327
H 3.48506 0.75684 -0.66812
H 3.94259 -0.89783 -1.16756
H -0.48512 -0.21034 1.40935
```

HOMO (alpha / beta): -8.40 / -7.73 eV
Orbital gap (alpha / beta): 7.888 / 7.496 eV

natural (NBO) atomic charge list, values in e, 2 entries:
1 C -0.35
2 C -0.07

*Q*
C4H8N2OS | ωB97M-V/def2-TZVPD

The geometry in XYZ format:
```
16
Properties=species:S:1:pos:R:3
C -0.02871 1.61267 -0.41907
C 1.92528 1.09492 0.85843
C -1.56706 -2.35330 -0.31365
C 1.28069 1.00848 -0.53312
N -0.84596 -1.10801 -0.37267
N -1.40271 -0.07047 -0.01392
O -0.63137 2.60601 -0.35757
S -2.80580 0.39251 0.53702
H 2.00223 2.12791 1.18693
H 2.92096 0.66271 0.82918
H 1.32521 0.54400 1.57573
H -1.19661 -2.99283 -1.11246
H -2.64650 -2.18836 -0.41230
H -1.37817 -2.83751 0.64802
H 1.16406 -0.03998 -0.82438
H 1.88447 1.54123 -1.27616
```

HOMO: -7.48 eV
Orbital gap: 7.869 eV

natural (NBO) atomic charge list, values in e, 2 entries:
1 C 0.82
2 C -0.58

*R*
C4H8N2OS | ωB97M-V/def2-TZVPD

The geometry in XYZ format:
```
16
Properties=species:S:1:pos:R:3
C 1.55353 1.20149 -0.07673
C -0.88573 1.01184 -0.01199
C -1.81591 -0.21224 0.09684
C -0.83528 -1.39154 -0.00477
H 2.33403 -1.43368 0.20126
H 1.32358 2.24085 -0.21398
H -0.92294 1.46011 -0.99204
H -1.08052 1.77893 0.74759
H -2.36713 -0.22825 1.03576
H -2.55156 -0.22416 -0.72491
H -0.66397 -1.87328 0.98095
H -1.11212 -2.14618 -0.74214
N 2.77777 0.87339 -0.15551
N 0.43396 0.42562 0.24736
O 0.39197 -0.81970 -0.46349
S 3.42032 -0.66321 0.07579
```

HOMO: -8.21 eV
SMILES: S/N=C\N1CCCO1
Orbital gap: 9.034 eV

natural (NBO) atomic charge list, values in e, 2 entries:
1 C 0.23
2 C -0.23

Preferred: *R*; penalty for the next structure: 0.563 eV.